Formula: C35H39N5O8PSTi
Source: the Open Molecules 2025 dataset
Level of theory: the ωB97M-V functional and the def2-TZVPD basis

Properties
Calculated total energy: -103997.541 eV
Net charge: +1
Gap between HOMO and LUMO: 6.39 eV
Multiplicity: 1

Last column: Mulliken charge in e.
Geometry (Å):
Ti: -0.547 0.533 1.194  -0.993
O: 5.069 -1.728 0.300  -0.719
C: 4.274 -2.688 0.317  0.309
O: 4.152 -3.687 -0.394  -0.668
C: 3.034 -2.370 1.209  0.101
C: 3.084 -1.323 2.129  -0.450
C: 1.922 -0.646 2.403  0.935
N: 0.752 -1.058 1.899  -0.228
C: 0.672 -2.201 1.218  0.342
C: 1.801 -2.908 0.857  -0.748
C: -0.720 -2.506 0.881  0.205
C: -1.183 -3.764 0.557  -0.629
C: -2.550 -3.948 0.427  -0.527
C: -3.393 -2.869 0.639  -1.266
C: -2.840 -1.632 0.919  -0.819
N: -1.527 -1.436 1.015  1.798
C: 1.739 0.585 3.188  -0.369
C: 2.609 1.031 4.159  -0.605
C: 2.208 2.079 4.977  -0.827
C: 0.959 2.639 4.788  -0.859
C: 0.173 2.182 3.746  -0.447
N: 0.552 1.179 2.953  1.095
H: 4.060 -0.967 2.434  0.321
H: 1.782 -3.771 0.203  0.844
H: -0.486 -4.580 0.423  0.535
H: -2.949 -4.922 0.182  0.516
H: -4.467 -2.971 0.592  0.527
H: -3.478 -0.783 1.088  0.830
H: 3.551 0.524 4.312  0.516
H: 2.855 2.431 5.768  0.474
H: 0.596 3.436 5.418  0.498
H: -0.796 2.613 3.542  0.451
C: -3.108 3.166 0.177  -2.170
C: -3.143 1.641 0.369  1.891
C: -4.387 1.116 -0.343  -1.541
O: -1.978 0.963 -0.081  0.731
C: -3.164 1.440 1.891  0.083
O: -4.085 1.674 2.615  -0.623
O: -1.955 1.047 2.335  -0.369
H: -2.989 3.410 -0.878  0.515
H: -2.317 3.637 0.758  0.258
H: -4.061 3.569 0.517  0.539
H: -4.440 1.563 -1.336  0.492
H: -5.282 1.399 0.210  0.352
H: -4.367 0.037 -0.474  0.111
H: -1.273 1.597 -1.162  0.074
C: 1.624 6.222 1.129  -0.919
N: 0.907 5.216 0.347  0.163
C: 0.566 5.440 -0.942  -0.081
C: 0.025 4.459 -1.691  -1.284
C: -0.239 3.223 -1.042  0.019
O: -0.842 2.313 -1.755  -0.485
N: 0.075 2.979 0.231  1.390
C: 0.802 3.939 0.905  -0.575
O: 1.375 3.719 1.960  -0.593
H: 1.542 7.179 0.620  0.351
H: 2.671 5.944 1.235  0.301
H: 1.182 6.295 2.119  0.298
H: 0.751 6.437 -1.317  0.418
H: -0.271 4.595 -2.717  0.587
C: 2.796 -0.452 -1.781  -0.151
S: 2.086 0.998 -0.970  0.428
C: 3.413 1.350 0.182  -0.577
O: 0.952 0.413 -0.098  -0.050
H: 3.844 -0.573 -1.504  0.605
H: 2.678 -0.341 -2.854  0.536
H: 2.235 -1.308 -1.414  -0.779
H: 4.197 1.832 -0.403  0.647
H: 3.791 0.423 0.610  0.148
H: 3.031 2.034 0.939  -0.090
C: 0.031 -0.948 -4.006  -1.324
P: -0.857 -1.590 -2.528  1.625
C: -2.585 -1.413 -3.109  -1.619
C: -0.530 -3.381 -2.636  0.384
C: 0.777 -3.812 -2.396  -0.677
C: 1.078 -5.159 -2.272  -0.586
C: 0.067 -6.105 -2.396  -0.675
C: -1.232 -5.694 -2.658  -0.584
C: -1.530 -4.341 -2.773  -0.608
H: 1.102 -1.113 -3.895  0.295
H: -0.287 -1.421 -4.936  0.480
H: -0.147 0.127 -4.075  0.348
H: -2.799 -1.954 -4.033  0.487
H: -2.754 -0.348 -3.281  0.401
H: -3.283 -1.731 -2.334  0.334
H: 1.578 -3.088 -2.283  0.144
H: 2.097 -5.465 -2.068  0.515
H: 0.297 -7.158 -2.300  0.412
H: -2.018 -6.428 -2.780  0.453
H: -2.552 -4.040 -2.970  0.400

Force components x, y, z for each atom (eV/Å):
Ti -1.114 -0.141 -0.121
O 0.151 0.016 0.135
C -0.544 0.173 -0.355
O 0.163 -0.108 0.099
C 0.133 -0.109 0.089
C 0.168 0.152 -0.208
C -0.228 -0.231 0.210
N -0.165 -0.031 0.243
C 0.184 -0.060 -0.025
C 0.005 0.126 0.016
C -0.050 0.065 -0.085
C -0.008 -0.006 0.004
C 0.004 0.014 -0.003
C 0.020 0.004 -0.005
C -0.027 0.000 0.015
N -0.016 -0.336 0.020
C 0.110 -0.052 0.038
C -0.025 -0.041 0.001
C -0.008 0.003 -0.007
C 0.013 0.006 0.006
C -0.012 -0.022 -0.034
N 0.080 0.298 0.179
H -0.032 0.055 0.047
H -0.051 -0.010 0.024
H -0.005 -0.007 0.003
H 0.003 -0.008 0.000
H -0.005 -0.002 -0.003
H 0.014 -0.005 0.017
H 0.011 0.004 0.000
H 0.003 -0.001 0.000
H -0.005 0.002 -0.001
H 0.006 0.002 0.000
C 0.028 -0.026 0.010
C -0.237 0.098 0.029
C 0.073 0.010 -0.078
O 0.646 -0.180 0.575
C -0.062 0.073 0.048
O -0.015 -0.097 -0.133
O 0.556 -0.079 -0.171
H 0.007 0.006 0.016
H 0.016 0.001 -0.014
H -0.007 -0.014 0.012
H -0.013 -0.014 -0.006
H 0.010 0.001 0.037
H -0.020 0.003 0.019
H 0.021 0.215 0.044
C -0.033 0.014 0.028
N 0.095 0.013 -0.070
C -0.025 -0.028 0.070
C -0.034 -0.033 -0.039
C -0.187 -0.148 0.134
O 0.230 0.151 -0.460
N 0.118 0.206 -0.117
C 0.109 -0.100 0.048
O -0.015 0.032 0.007
H -0.001 -0.007 -0.011
H -0.003 0.005 0.009
H 0.011 -0.005 -0.002
H -0.002 -0.003 -0.028
H 0.019 0.028 -0.011
C 0.023 0.112 0.046
S 0.255 -0.051 -0.051
C -0.092 0.033 -0.061
O -0.176 -0.029 -0.035
H 0.018 0.040 0.073
H -0.003 0.036 0.049
H -0.046 -0.005 0.015
H -0.005 0.013 -0.018
H 0.081 -0.024 -0.091
H -0.055 0.065 -0.025
C 0.001 -0.078 -0.098
P 0.075 0.172 -0.031
C -0.058 -0.011 0.037
C -0.017 -0.030 0.022
C -0.033 0.007 0.044
C 0.008 -0.047 -0.009
C 0.006 0.036 -0.009
C 0.004 -0.017 -0.004
C 0.030 0.007 -0.054
H -0.065 -0.033 -0.048
H -0.059 -0.021 0.029
H 0.025 0.025 0.004
H 0.049 0.000 -0.014
H -0.018 0.000 -0.004
H -0.001 -0.029 -0.007
H 0.002 -0.063 -0.011
H 0.016 0.031 -0.015
H -0.010 -0.009 -0.002
H -0.002 -0.004 0.011
H -0.012 0.002 0.010